# 1
Here is 9 unconnected molecules or ions with the total composition C25H44ClN9O3Si from the Open Molecules 2025 dataset. Energies are from wB97M-V/def2-TZVPD.

XYZ file:
```
83
Properties=species:S:1:pos:R:3:forces:R:3:mulliken_charge:R:1
C 0.0464 0.2652 2.2721 -0.480 -0.302 -0.009 -1.34
C 0.3158 -0.8759 1.2980 0.289 0.066 0.512 0.38
Cl -1.2560 -1.5586 0.7483 -0.013 0.078 -0.159 -0.25
C 1.1162 -2.0085 1.9444 -0.149 -0.102 -0.671 -0.57
N 2.5349 -1.6454 1.9870 0.243 0.111 0.407 -0.03
C 3.4280 -2.7341 1.8749 0.000 -0.350 -0.697 0.52
O 3.7097 -3.2191 0.8098 -0.339 0.017 0.557 -0.59
O 3.9152 -3.2988 3.0088 0.517 0.313 -0.002 -0.37
C 4.1324 -2.4680 4.1546 -0.679 0.158 0.455 -0.30
C 3.0219 -2.6069 5.1814 0.293 0.138 -0.104 0.26
O 2.9896 -3.9238 5.6895 -0.232 0.139 0.061 -0.43
Si 1.5286 -4.7207 5.7466 -0.297 -0.336 0.061 0.53
C 1.0446 -5.3234 4.0386 0.148 -0.113 -0.005 -0.91
C 0.1756 -3.6025 6.4100 0.052 -0.006 -0.377 -1.02
C 1.6998 -6.1757 6.8986 0.261 0.312 0.079 -1.09
H -0.7742 -0.0405 2.9297 0.182 0.033 0.081 0.39
H -0.2774 1.1604 1.7446 0.191 0.013 0.074 0.37
H 0.9208 0.4748 2.8935 0.035 0.137 -0.193 0.24
H 0.8614 -0.5255 0.4229 -0.172 -0.110 -0.001 0.29
H 1.0177 -2.9018 1.3214 0.094 0.107 0.059 0.61
H 0.6969 -2.2526 2.9290 0.050 0.056 -0.001 -0.08
H 2.7588 -1.0215 2.7499 -0.183 -0.066 0.103 0.09
H 4.1834 -1.4189 3.8630 0.298 -0.114 0.119 -0.17
H 5.0619 -2.7637 4.6425 0.084 -0.139 -0.373 0.49
H 3.2267 -1.8945 5.9915 -0.013 -0.077 -0.045 0.29
H 2.0704 -2.3008 4.7278 -0.033 -0.121 0.018 -0.15
H -0.0273 -5.2230 3.8505 0.056 0.026 -0.018 0.34
H 1.5996 -4.8113 3.2477 -0.099 0.028 0.048 0.19
H 1.2991 -6.3859 3.9597 -0.038 0.084 -0.055 0.39
H -0.6863 -4.2249 6.6690 0.051 0.045 0.078 0.37
H -0.1641 -2.9253 5.6179 0.016 0.086 0.188 0.28
H 0.4769 -3.0231 7.2843 -0.048 -0.015 -0.026 0.31
H 2.5552 -6.8091 6.6529 -0.096 -0.012 -0.026 0.29
H 0.7836 -6.7694 6.8571 0.061 -0.039 0.042 0.30
H 1.8362 -5.8044 7.9199 -0.050 -0.150 -0.044 0.29
C 0.1537 1.6463 -2.7573 -0.087 -0.014 -0.175 -0.87
C 0.6091 1.8339 -1.3885 0.008 0.001 0.000 0.33
N 0.9707 1.9788 -0.3087 0.076 0.102 -0.069 -0.37
H 0.1055 2.6017 -3.2771 0.003 0.035 0.063 0.35
H 0.8281 0.9885 -3.3013 0.034 -0.027 0.069 0.29
H -0.8375 1.1997 -2.7800 -0.002 -0.016 0.062 0.29
C 0.0602 2.1665 -7.2153 0.096 0.151 -0.137 -0.82
C -0.5975 1.3251 -6.2276 -0.076 0.000 -0.054 0.42
N -1.1319 0.6647 -5.4572 -0.031 -0.040 0.040 -0.43
H 1.0544 2.4494 -6.8738 -0.007 -0.028 0.042 0.28
H 0.1573 1.6362 -8.1608 -0.024 -0.049 0.025 0.31
H -0.5204 3.0726 -7.3810 -0.047 -0.018 0.052 0.27
C 6.5677 0.7605 2.9889 0.287 -0.017 -0.068 -0.75
C 5.3224 0.8798 3.7287 0.019 0.048 -0.051 0.43
N 4.3310 0.9524 4.3016 -0.107 0.006 0.008 -0.46
H 6.9931 -0.2342 3.1172 -0.073 -0.023 0.050 0.30
H 6.3946 0.9225 1.9266 -0.092 0.012 0.012 0.10
H 7.2954 1.4946 3.3308 -0.056 0.040 0.030 0.39
C -5.0270 1.3971 -5.2525 -0.200 -0.248 0.019 -0.69
C -4.2670 2.6366 -5.2466 0.074 -0.015 -0.013 0.35
N -3.6638 3.6125 -5.2486 0.022 0.052 -0.024 -0.42
H -4.9753 0.9203 -6.2297 0.057 0.059 -0.026 0.25
H -4.6345 0.6995 -4.5149 0.083 0.065 0.018 0.26
H -6.0744 1.5869 -5.0204 0.009 0.039 0.010 0.23
C -8.7551 3.8270 -5.9757 0.019 0.205 -0.052 -0.82
C -9.0399 2.4466 -5.6118 0.059 0.031 0.010 0.38
N -9.2468 1.3565 -5.3206 -0.020 -0.060 -0.018 -0.40
H -9.6416 4.4443 -5.8430 -0.028 -0.043 0.018 0.32
H -7.9582 4.2281 -5.3514 0.004 -0.051 0.028 0.29
H -8.4433 3.8883 -7.0167 -0.008 -0.056 -0.006 0.27
C 7.9263 2.7793 -0.4398 -0.038 -0.017 -0.203 -0.78
C 8.3487 3.0947 0.9173 0.000 0.009 -0.048 0.39
N 8.6782 3.3386 1.9884 -0.012 -0.030 0.069 -0.41
H 7.7327 3.6934 -0.9979 0.012 0.032 0.044 0.29
H 8.7005 2.2154 -0.9568 0.032 0.001 0.046 0.28
H 7.0144 2.1842 -0.4288 -0.002 0.004 0.053 0.27
C -11.8923 -0.7856 -6.5218 0.233 -0.012 0.105 -0.56
C -13.2383 -0.5694 -7.0308 0.012 -0.003 -0.005 0.30
N -14.2974 -0.3953 -7.4350 -0.050 0.012 -0.018 -0.36
H -11.8988 -1.5168 -5.7156 -0.075 -0.011 -0.009 0.26
H -11.2385 -1.1520 -7.3113 -0.055 -0.003 -0.047 0.25
H -11.4688 0.1392 -6.1343 -0.039 0.020 -0.009 0.11
C 2.3284 5.0503 0.8761 0.040 -0.263 0.086 -0.58
C 2.2351 6.3796 0.2921 0.001 0.000 0.023 0.31
N 2.1625 7.4278 -0.1680 0.005 0.040 -0.042 -0.36
H 1.5492 4.8991 1.6207 -0.033 0.065 -0.018 0.24
H 2.2134 4.2812 0.1146 -0.042 0.033 -0.026 0.10
H 3.2936 4.9109 1.3605 0.017 0.086 -0.006 0.26
```
Positions in Å, forces in eV/Å.

Calculated values
HOMO level = -9.78 eV
LUMO energy = 0.070 eV
Max |F| = 0.83 eV/A
Structure (SMILES) = C[C@H](Cl)CNC(=O)OCCO[Si](C)(C)C.CC#N.CC#N.CC#N.CC#N.CC#N.CC#N.CC#N.CC#N
Charge = 0


# 2
Here is a molecular structure, C11H23BF6N2O3Sb from the Open Molecules 2025 dataset. Energies are from wB97M-V/def2-TZVPD.

XYZ file:
```
47
Properties=species:S:1:pos:R:3:forces:R:3:nbo_charge:R:1
C 3.4592 1.4053 -1.3560 -0.288 1.124 -0.255 -0.44
N 2.7864 1.1735 -0.0186 1.069 -1.321 -0.563 -0.88
C 3.7473 1.2812 1.1469 -0.484 0.246 0.459 -0.43
B 2.1437 -0.2016 0.0604 2.213 -0.830 0.291 1.03
O 3.0375 -1.4007 0.1407 -1.048 1.954 1.774 -1.07
Sb -0.0955 -0.5241 0.0185 0.329 0.726 -2.736 1.31
C 0.0601 -0.2977 -2.2105 -0.468 -1.295 -2.596 -0.91
C -1.2631 -0.9306 -3.0020 -0.186 4.553 -4.240 0.41
O -1.6999 -0.2607 -4.1007 1.976 -4.441 6.200 -0.62
C 0.2215 -2.7118 -0.3172 0.157 -2.603 -0.504 -0.87
C -1.1355 -3.6185 -0.1793 1.547 -0.079 -1.056 0.03
F -0.6800 -5.0315 0.0977 -1.159 2.159 -0.258 -0.43
C -0.3195 1.7036 0.1048 -0.479 2.421 1.067 -0.84
C -1.7917 2.2179 0.5971 0.012 1.671 -0.991 0.11
O -2.0878 2.0014 2.0270 0.592 0.922 -0.468 -0.76
C -3.0467 1.6936 -0.3762 0.242 1.583 1.358 -0.24
N -2.5358 1.8030 -1.7953 -0.992 0.932 0.559 -0.83
C -0.1493 -0.7592 2.2081 1.412 -0.427 2.191 0.31
F 0.8954 -1.7929 2.5605 -2.414 2.437 -0.266 -0.40
F 0.3672 0.5124 2.8381 -1.616 -3.593 -0.944 -0.37
C -1.5474 -1.2996 2.8521 -1.057 0.344 3.546 0.93
F -1.6393 -0.6691 4.2232 -0.267 -2.014 -3.840 -0.36
F -2.7843 -0.9008 2.1485 4.298 -1.863 2.406 -0.32
F -1.5207 -2.7839 3.1354 -0.523 4.891 -1.390 -0.34
H 4.2892 0.5987 -1.5873 -1.509 1.595 0.284 0.18
H 2.6271 1.4471 -2.2084 1.853 -0.361 1.805 0.22
H 3.9193 2.5022 -1.3170 -0.689 -2.368 -0.197 0.19
H 4.8497 1.0175 0.8308 -2.016 0.447 0.831 0.19
H 3.3387 0.5351 1.9838 1.188 1.704 -1.549 0.21
H 3.6528 2.3863 1.5773 0.515 -2.322 -0.818 0.20
H 3.0288 -1.6409 1.1190 -0.149 0.009 -1.834 0.50
H -1.8011 -0.7924 -0.2013 -0.125 -0.027 0.337 -0.25
H 0.9784 -0.9807 -2.5500 -1.803 1.403 0.581 0.22
H 0.2366 0.8055 -2.5565 -0.554 -2.224 0.335 0.23
H -1.8397 -1.8947 -2.6054 1.223 1.956 -0.836 0.14
H 1.0950 -3.1523 0.3523 -2.083 0.853 -1.224 0.25
H 0.6004 -2.8491 -1.4407 -0.773 0.321 2.430 0.21
H -1.6211 -3.6689 -1.2631 0.637 0.027 2.579 0.16
H -1.8834 -3.2819 0.6541 1.467 -0.898 -1.590 0.19
H -0.0758 2.2312 -0.9364 -0.545 -1.336 2.190 0.22
H 0.4737 2.1616 0.8675 -1.713 -0.996 -1.558 0.23
H -1.7960 3.4031 0.4500 -0.067 -2.232 0.126 0.13
H -1.7368 2.7545 2.6007 -0.479 -1.577 -1.641 0.47
H -3.8984 2.5064 -0.2481 1.395 -1.779 0.228 0.16
H -3.4519 0.6394 -0.0714 0.990 1.999 -0.811 0.22
H -2.0199 2.7229 -1.8669 -0.745 -1.357 0.152 0.35
H -3.3876 1.9402 -2.3866 1.119 -0.331 0.439 0.35
```
Positions in Å, forces in eV/Å.

Calculated values
HOMO level = -4.17 eV
LUMO energy = 2.859 eV
Max |F| = 7.88 eV/A
Charge = -1


# 3
Here is C14H12N6O in the gas phase from the Open Molecules 2025 dataset. Energies are from wB97M-V/def2-TZVPD.

XYZ file:
```
33
Properties=species:S:1:pos:R:3:forces:R:3:nbo_charge:R:1
O 0.5828 2.8476 -0.1808 -2.083 -1.556 -0.800 -0.55
N -0.8717 -2.3057 -2.6552 -0.349 -0.989 -0.418 -0.07
N -0.5131 -1.2486 -3.2905 0.214 0.078 2.087 -0.04
N -0.2638 -2.4393 -1.4501 -0.269 -0.386 -0.836 -0.29
N 1.8882 -1.8842 2.1635 0.195 0.917 -0.590 -0.37
N 2.0575 -0.0141 0.0712 -0.762 -0.930 0.221 -0.39
C -0.2493 2.0226 -0.6131 2.601 0.910 0.004 0.58
C 0.5221 -1.4071 -1.3290 -0.307 1.079 -0.013 0.30
C 2.5046 -0.6965 2.3490 -0.008 -0.473 -1.973 0.01
C 2.6491 0.2156 1.2582 -1.177 -0.955 0.153 0.00
C 1.3272 -2.1054 0.9638 -0.600 0.472 -0.321 0.03
C 1.3094 -1.1551 -0.0841 1.678 0.973 1.138 0.11
C -2.3866 -0.4412 2.1884 0.194 0.075 -0.266 -0.17
C -2.6381 -0.5815 0.8042 0.408 -0.176 1.575 -0.24
C -1.4456 0.5004 2.6475 -0.423 -0.064 -0.703 -0.23
C -1.9223 0.1842 -0.1088 -0.917 -0.210 -0.388 -0.12
C -0.7763 1.2929 1.7179 -0.184 -0.043 -0.356 -0.15
C -1.0136 1.1434 0.3178 0.211 0.358 1.052 -0.21
N 0.3187 -0.6213 -2.4299 1.527 0.726 0.513 -0.19
C -0.2734 1.8029 -2.1563 -0.541 0.645 0.134 -0.51
C 0.7486 0.7577 -2.6673 0.898 0.876 0.925 -0.23
H 2.9936 -0.5511 3.3016 -0.146 0.211 0.089 0.21
H 3.1418 1.1830 1.3559 0.092 -0.348 0.022 0.22
H 0.7941 -3.0402 0.8001 0.186 0.066 0.233 0.22
H -2.8912 -1.0590 2.9474 0.080 0.271 -0.642 0.22
H -3.3636 -1.3224 0.4829 0.139 0.158 -0.124 0.23
H -1.3058 0.6377 3.7217 0.134 -0.059 -0.385 0.22
H -2.1977 0.0116 -1.1559 0.469 0.320 0.257 0.21
H -0.0745 2.0557 2.0631 -0.187 -0.243 -0.294 0.24
H -0.0268 2.8064 -2.5895 -0.037 -0.931 0.330 0.25
H -1.2761 1.5362 -2.5260 0.273 0.030 0.166 0.22
H 1.7448 0.9905 -2.1960 -1.061 -0.730 -0.217 0.26
H 0.9066 0.8840 -3.7216 -0.249 -0.074 -0.571 0.23
```
Positions in Å, forces in eV/Å.

Calculated values
HOMO level = -9.71 eV
LUMO energy = -0.408 eV
Max |F| = 2.76 eV/A
Structure (SMILES) = O=C(CCn1nnnc1-c1cnccn1)c1ccccc1
Charge = 0


# 4
Here is a molecular structure, C4H3LiO6Tl from the Open Molecules 2025 dataset. Energies are from wB97M-V/def2-TZVPD.

XYZ file:
```
15
Properties=species:S:1:pos:R:3:forces:R:3:mulliken_charge:R:1
O -1.3829 1.9633 -2.9487 -0.256 0.668 -0.546 -0.72
C -1.2905 1.0018 -2.1341 -0.013 1.005 4.289 0.94
O -1.0348 -0.1836 -2.4691 0.014 -0.957 -0.009 -0.66
O -1.4562 1.3315 -0.8371 0.085 0.169 -1.940 -0.16
C -1.3774 0.3292 0.2146 0.305 -1.098 0.101 -1.04
O 0.0795 -0.2103 2.0211 -0.163 -0.341 1.932 -0.12
C 1.2544 -0.6533 2.5069 -0.108 -1.393 -3.381 1.00
C 0.0225 0.1731 0.6356 2.135 -0.549 -1.003 0.14
O 2.3243 -0.1763 2.0377 0.994 0.662 0.444 -0.85
O 1.2664 -1.7979 3.0416 0.073 -0.471 1.283 -0.90
H -1.7768 -0.6159 -0.1860 0.003 0.337 0.120 0.08
H 0.6040 1.1016 0.5407 -0.298 -0.068 -0.297 0.10
Tl -1.0448 0.4741 -4.5830 0.210 -0.378 -2.208 0.48
Li 2.9506 -2.0526 2.0615 -1.055 1.000 0.400 0.74
H 0.8615 -0.6845 0.0984 -1.929 1.414 0.814 -0.05
```
Positions in Å, forces in eV/Å.

Calculated values
HOMO level = -1.74 eV
LUMO energy = 1.620 eV
Max |F| = 4.41 eV/A
Charge = -1